ORCA calculation (ωB97M-V/def2-TZVPD) on an isolated ion of composition C3H8NS and charge -1.

Geometry (Å):
1 N 0.72 1.89 0.62
2 C -0.27 0.70 0.38
3 C 0.39 -0.36 -0.66
4 C -0.40 -1.67 -0.46
5 S -2.22 -1.32 -0.58
6 H 0.19 2.69 1.03
7 H 1.61 1.52 1.20
8 H -0.44 0.35 1.46
9 H -1.14 1.02 0.04
10 H 0.25 0.11 -1.61
11 H 1.36 -0.53 -0.44
12 H -0.08 -2.17 0.44
13 H 0.03 -2.23 -1.42

Computed properties:
**SMILES**: NCCC[S-]
**ΔE to the lowest compared entry with this formula, charge and spin**: 40.91 kcal per mole
**Total charge**: -1
**M**: 90.17 g/mol



ORCA calculation (ωB97M-V/def2-TZVPD) on one molecule with the formula C8H6IO2P.

Geometry (Å):
1 I 3.42 -0.29 0.28
2 P 1.55 -0.08 -1.21
3 C 0.35 -1.27 -0.43
4 C -0.11 -2.43 -1.02
5 C -0.85 -3.10 -0.04
6 C -0.73 -2.29 1.11
7 O -0.06 -1.16 0.80
8 C 0.74 1.44 -0.60
9 C -0.59 1.66 -0.54
10 C -0.78 2.84 0.22
11 C 0.48 3.24 0.60
12 O 1.46 2.37 0.05
13 H -0.09 -2.66 -2.15
14 H -1.19 -4.15 -0.06
15 H -1.35 -2.24 1.93
16 H -1.43 1.10 -1.08
17 H -1.75 3.07 0.74
18 H 0.94 3.94 1.39

Computed properties:
**SMILES**: IP(c1ccco1)c1ccco1
**Calculated total energy**: -1097.90096 Ha
**M**: 292.01 g/mol



ORCA calculation (ωB97M-V/def2-TZVPD) on a 3-piece molecular cluster, C16H33N2O4 overall.

Geometry (Å):
1 C -3.27 -2.31 0.56
2 N -3.34 -0.89 0.09
3 C -2.93 0.08 1.12
4 C -1.48 -0.18 1.76
5 C -1.31 -0.59 3.26
6 C 0.13 -0.81 3.78
7 N 1.32 -0.68 2.95
8 C 1.17 -0.30 1.57
9 C 2.54 -0.14 0.72
10 C -0.19 -0.05 0.86
11 H -3.61 -2.98 -0.31
12 H -2.23 -2.67 0.87
13 H -3.99 -2.51 1.43
14 H -2.87 -0.75 -0.81
15 H -2.92 1.14 0.64
16 H -3.69 0.08 1.99
17 H -2.22 -0.73 3.93
18 H 0.29 -1.08 4.87
19 H 2.25 -0.85 3.38
20 H 2.29 0.24 -0.33
21 H 3.13 0.70 1.25
22 H 3.13 -1.12 0.68
23 H -0.24 0.22 -0.25
24 C 8.21 -2.86 -2.00
25 O 8.53 -1.51 -1.65
26 C 7.48 -0.61 -1.99
27 C 6.65 -0.24 -0.76
28 O 5.93 -1.36 -0.26
29 C 6.56 -1.95 0.88
30 H 8.93 -3.51 -1.50
31 H 7.20 -3.13 -1.68
32 H 8.31 -2.99 -3.08
33 H 6.85 -1.02 -2.78
34 H 7.96 0.30 -2.37
35 H 5.91 0.52 -1.05
36 H 7.28 0.20 0.02
37 H 6.39 -1.32 1.76
38 H 7.64 -2.08 0.72
39 H 6.11 -2.93 1.05
40 C -6.75 3.14 0.55
41 O -7.16 3.49 -0.76
42 C -6.07 3.93 -1.57
43 C -5.61 2.82 -2.51
44 O -5.03 1.73 -1.79
45 C -5.93 0.64 -1.65
46 H -7.56 2.59 1.03
47 H -5.86 2.51 0.55
48 H -6.56 4.05 1.13
49 H -5.25 4.29 -0.95
50 H -6.44 4.76 -2.17
51 H -4.82 3.22 -3.16
52 H -6.43 2.47 -3.15
53 H -6.01 0.10 -2.60
54 H -6.93 0.96 -1.34
55 H -5.53 -0.04 -0.90

Computed properties:
**ΔE to the lowest compared entry with this formula, charge and spin**: 63.51 kcal per mole
**Total charge**: +1
**M**: 317.45 g/mol



ORCA calculation (ωB97M-V/def2-TZVPD) on a 14-piece molecular cluster, C23H37BCl39NO3 overall.

Geometry (Å):
1 C 1.99 -1.13 -2.50
2 C 1.82 -0.24 -1.28
3 O 2.97 -0.14 -0.46
4 C 3.47 -1.38 -0.01
5 C 4.33 -1.16 1.24
6 C 5.85 -1.21 0.99
7 C 6.64 -1.84 2.15
8 C 6.80 -3.37 2.07
9 B 7.49 -3.91 0.75
10 O 8.81 -4.23 0.76
11 C 6.68 -4.11 -0.60
12 C 6.75 -5.49 -1.27
13 O 8.10 -5.87 -1.48
14 C 5.95 -5.50 -2.58
15 N 4.51 -5.74 -2.44
16 H 2.11 -2.18 -2.25
17 H 1.09 -1.04 -3.12
18 H 2.82 -0.78 -3.11
19 H 0.95 -0.56 -0.69
20 H 1.62 0.78 -1.63
21 H 2.65 -2.08 0.21
22 H 4.09 -1.84 -0.79
23 H 4.04 -1.87 2.03
24 H 4.07 -0.17 1.61
25 H 6.20 -0.18 0.86
26 H 6.04 -1.70 0.04
27 H 6.09 -1.61 3.07
28 H 7.60 -1.34 2.26
29 H 7.44 -3.66 2.92
30 H 5.84 -3.87 2.25
31 H 9.23 -3.95 1.58
32 H 7.01 -3.36 -1.32
33 H 5.62 -3.91 -0.40
34 H 6.28 -6.22 -0.58
35 H 8.24 -6.03 -2.42
36 H 6.36 -6.27 -3.25
37 H 6.09 -4.53 -3.06
38 H 4.38 -6.55 -1.84
39 H 4.10 -4.96 -1.94
40 C -1.11 -0.44 2.17
41 Cl -0.95 -1.88 1.17
42 Cl -0.61 -0.78 3.83
43 Cl -0.17 0.91 1.51
44 H -2.15 -0.15 2.18
45 C 0.88 -0.45 -6.63
46 Cl 2.56 -0.41 -6.09
47 Cl 0.11 -1.98 -6.21
48 Cl -0.03 0.92 -5.97
49 H 0.87 -0.36 -7.71
50 C -2.33 4.09 -7.88
51 Cl -2.14 2.63 -8.85
52 Cl -1.82 3.78 -6.22
53 Cl -1.43 5.43 -8.58
54 H -3.38 4.35 -7.86
55 C -1.47 3.41 4.94
56 Cl -2.11 4.61 6.05
57 Cl -0.78 2.05 5.82
58 Cl -2.73 2.86 3.83
59 H -0.68 3.87 4.36
60 C -0.65 0.86 -12.11
61 Cl -0.55 -0.57 -13.14
62 Cl -0.14 0.50 -10.46
63 Cl 0.30 2.19 -12.79
64 H -1.68 1.18 -12.07
65 C -2.56 6.95 8.69
66 Cl -2.07 5.89 10.01
67 Cl -4.32 7.02 8.55
68 Cl -1.88 8.56 8.88
69 H -2.17 6.53 7.77
70 C -0.82 4.33 13.31
71 Cl 0.94 4.37 13.43
72 Cl -1.45 2.73 13.73
73 Cl -1.55 5.58 14.32
74 H -1.09 4.53 12.28
75 C -1.93 9.02 -5.76
76 Cl -2.33 9.69 -4.18
77 Cl -2.31 7.30 -5.83
78 Cl -2.75 9.91 -7.04
79 H -0.86 9.13 -5.90
80 C -4.52 -2.11 4.22
81 Cl -4.81 -2.83 2.64
82 Cl -3.26 -3.00 5.08
83 Cl -4.09 -0.39 4.07
84 H -5.43 -2.17 4.81
85 C -5.39 2.03 6.75
86 Cl -5.01 3.59 7.48
87 Cl -5.98 0.90 7.97
88 Cl -6.56 2.21 5.45
89 H -4.48 1.62 6.33
90 C -5.17 0.75 -12.94
91 Cl -4.25 0.04 -14.26
92 Cl -6.08 -0.47 -12.06
93 Cl -4.10 1.64 -11.85
94 H -5.87 1.46 -13.36
95 C -6.73 -5.61 4.93
96 Cl -7.46 -4.03 4.66
97 Cl -5.66 -6.05 3.60
98 Cl -5.87 -5.66 6.47
99 H -7.52 -6.34 4.97
100 C -8.93 -0.10 2.63
101 Cl -7.18 -0.16 2.83
102 Cl -9.68 -1.61 3.15
103 Cl -9.61 1.28 3.50
104 H -9.14 0.04 1.58

Computed properties:
**Calculated total energy**: -19151.34394 Ha
**M**: 1769.03 g/mol



ORCA calculation (ωB97M-V/def2-TZVPD) on one molecule with the formula C2H3BrO.

Geometry (Å):
1 C -1.26 -0.61 -0.09
2 C 1.02 0.69 0.07
3 O 0.15 -0.32 0.01
4 Br 2.82 0.03 0.02
5 H -1.31 -1.69 -0.11
6 H -2.03 0.18 0.06
7 H 0.60 1.71 0.04

Computed properties:
**ΔE to the lowest compared entry with this formula, charge and spin**: 100.54 kcal per mole
**M**: 122.95 g/mol



ORCA calculation (ωB97M-V/def2-TZVPD) on an isolated ion of composition C3H6NO2 and charge -1.

Geometry (Å):
1 N -0.26 -1.60 0.61
2 C -0.94 -0.29 0.39
3 C -0.02 0.87 0.06
4 C 1.00 0.63 -1.09
5 O 1.23 -0.59 -1.39
6 O 1.50 1.63 -1.63
7 H 0.07 -1.57 1.54
8 H 0.57 -1.53 0.00
9 H -1.41 -0.05 1.33
10 H -1.58 -0.46 -0.47
11 H -0.62 1.71 -0.32
12 H 0.46 1.25 0.97

Computed properties:
**SMILES**: NCCC(=O)[O-]
**ΔE to the lowest compared entry with this formula, charge and spin**: 8.97 kcal per mole
**Total charge**: -1
**M**: 88.09 g/mol



ORCA calculation (ωB97M-V/def2-TZVPD) on one molecule with the formula C20H23ClN2O5.

Geometry (Å):
1 C 4.40 3.33 0.95
2 C 3.14 4.17 0.88
3 O 2.39 4.02 2.09
4 C 1.40 3.14 2.09
5 O 0.95 2.58 1.12
6 C 0.83 2.98 3.50
7 O -0.06 1.89 3.59
8 C 0.31 0.70 3.06
9 C -0.67 -0.22 2.89
10 O -0.48 -1.47 2.43
11 C 0.75 -1.83 2.05
12 C 0.82 -3.21 1.45
13 N 0.39 -3.28 0.07
14 C -1.03 -3.07 -0.14
15 C -1.36 -3.48 -1.58
16 N -0.61 -2.70 -2.53
17 C -1.11 -1.52 -3.04
18 C -0.45 -0.87 -4.10
19 C -0.98 0.27 -4.68
20 C -2.18 0.81 -4.24
21 C -2.83 0.17 -3.21
22 Cl -4.33 0.81 -2.63
23 C -2.32 -0.97 -2.61
24 C 0.81 -2.85 -2.29
25 C 1.16 -2.46 -0.84
26 C 1.81 -0.99 2.16
27 C 1.70 0.34 2.71
28 O 2.66 1.08 2.86
29 H 5.05 3.68 1.74
30 H 4.93 3.37 0.00
31 H 4.13 2.29 1.16
32 H 3.37 5.24 0.81
33 H 2.51 3.87 0.04
34 H 0.23 3.86 3.75
35 H 1.66 2.90 4.21
36 H -1.70 -0.01 3.15
37 H 1.85 -3.57 1.50
38 H 0.18 -3.89 2.03
39 H -1.59 -3.70 0.57
40 H -1.32 -2.02 0.02
41 H -2.42 -3.41 -1.78
42 H -1.05 -4.53 -1.71
43 H 0.47 -1.28 -4.49
44 H -0.45 0.74 -5.49
45 H -2.59 1.69 -4.70
46 H -2.87 -1.40 -1.79
47 H 1.39 -2.25 -2.97
48 H 1.07 -3.91 -2.44
49 H 2.22 -2.64 -0.66
50 H 0.96 -1.38 -0.71
51 H 2.79 -1.31 1.86

Computed properties:
**SMILES**: CCOC(=O)COc1coc(CN2CCN(c3cccc(Cl)c3)CC2)cc1=O
**ΔE to the lowest compared entry with this formula, charge and spin**: 67.30 kcal per mole
**M**: 406.87 g/mol



ORCA calculation (ωB97M-V/def2-TZVPD) on a 16-piece molecular cluster, H32O16 overall.

Geometry (Å):
1 O 12.48 22.66 12.30
2 H 12.54 23.14 13.09
3 H 12.31 23.29 11.58
4 O 11.53 24.23 10.23
5 H 11.18 23.45 9.75
6 H 10.75 24.86 10.25
7 O 5.91 25.59 12.94
8 H 6.42 25.75 12.14
9 H 5.20 26.17 12.92
10 O 7.99 27.57 11.89
11 H 8.49 27.38 12.67
12 H 8.34 28.43 11.67
13 O 9.23 25.00 12.95
14 H 8.93 25.34 12.13
15 H 10.20 24.94 12.90
16 O 10.64 25.49 15.81
17 H 11.24 25.91 16.39
18 H 10.22 26.23 15.38
19 O 9.65 22.30 12.20
20 H 10.62 22.35 12.06
21 H 9.63 21.57 12.84
22 O 9.44 27.31 14.21
23 H 9.59 26.46 13.80
24 H 8.68 27.20 14.77
25 O 7.98 26.89 8.84
26 H 8.03 27.87 9.12
27 H 8.40 26.63 9.65
28 O 7.29 26.53 15.31
29 H 7.09 25.74 14.84
30 H 7.12 26.39 16.23
31 O 8.46 24.36 10.16
32 H 8.46 23.58 10.68
33 H 7.62 24.66 10.14
34 O 11.95 25.97 13.08
35 H 12.16 26.76 13.54
36 H 12.58 25.76 12.37
37 O 10.47 27.10 10.30
38 H 10.43 27.94 10.69
39 H 10.44 27.32 9.37
40 O 12.94 23.85 14.68
41 H 13.83 24.01 15.01
42 H 12.46 24.73 14.72
43 O 7.01 22.73 12.92
44 H 6.56 22.09 12.32
45 H 7.90 22.77 12.58
46 O 8.77 23.71 15.43
47 H 8.61 23.77 14.51
48 H 9.49 24.26 15.65

Computed properties:
**ΔE to the lowest compared entry with this formula, charge and spin**: 112.92 kcal per mole
**M**: 288.24 g/mol



Largest force on an atom in hartree/bohr, matching the order above: 0.1338, 0.0716, 0.1055, 0.0105, 0.0660, 0.0284, 0.0196, 0.0868